Record 1
ORCA calculation (ωB97M-V/def2-TZVPD) on a 2-piece molecular cluster, C7H11N3O3 overall.

Geometry (Å):
1 O 3.319 0.394 1.236
2 O 0.084 -0.519 -1.097
3 O -4.182 -1.431 0.711
4 N -2.198 -0.987 -0.647
5 N 2.126 -0.835 -0.281
6 N -3.231 0.614 0.583
7 C -3.207 -0.730 0.319
8 C -2.373 1.683 0.338
9 C 2.547 0.349 0.269
10 C 2.412 -2.145 0.306
11 C -1.087 -0.045 -0.843
12 C 1.847 1.560 -0.290
13 C -1.338 1.246 -0.524
14 H 1.690 2.162 0.660
15 H -0.615 1.994 -0.692
16 H 2.512 2.220 -0.825
17 H 0.861 1.411 -0.811
18 H 1.480 -0.746 -1.075
19 H 3.010 -2.803 -0.367
20 H -3.954 0.646 1.499
21 H -1.694 -2.020 -0.667
22 H -2.438 2.722 0.485
23 H 1.395 -2.658 0.506
24 H 3.033 -2.083 1.209

Output
E	-18047.659	eV
SMILES	O=c1cc[nH]c(=O)[nH]1.CNC(C)=O
charge	0
HOMO-LUMO gap	7.503	eV
LUMO energy	-1.05	eV
ΔE to the lowest compared entry with this formula, charge and spin	75.17	kcal per mole
F_max	7.9	eV/A

=====

Record 2
ORCA calculation (ωB97M-V/def2-TZVPD) on C5H5HgO4 as an isolated structure.

Geometry (Å):
1 Hg 0.872 -1.904 2.641
2 O -1.665 3.048 0.749
3 O 1.119 -3.039 0.636
4 O 0.072 4.503 0.798
5 O 0.345 2.300 0.337
6 C -0.520 1.242 0.232
7 C -1.746 1.696 0.558
8 C 0.902 -2.031 -1.472
9 C 0.924 -3.149 -0.583
10 C -0.370 3.413 0.614
11 H -2.726 1.229 0.597
12 H 0.721 -4.150 -1.001
13 H 0.588 -2.193 -2.504
14 H -0.155 0.277 -0.302
15 H 1.639 -1.242 -1.301

Output
E	-17619.126	eV
charge	+1
HOMO-LUMO gap (alpha / beta)	8.384 / 4.177	eV
LUMO energy (alpha / beta)	-4.11 / -8.27	eV
ΔE to the lowest compared entry with this formula, charge and spin	0.00	kcal per mole
F_max	2.6	eV/A
multiplicity	3
<S²>	2.013

=====

Record 3
ORCA calculation (ωB97M-V/def2-TZVPD) on C18H28BrFeI2NO3 as an isolated structure.

Geometry (Å):
1 I 4.021 -1.848 -1.077
2 I 6.111 0.716 -0.179
3 Br 0.789 2.756 -1.006
4 Fe 2.972 1.035 -0.422
5 O 5.535 3.275 0.889
6 O 3.677 2.877 -0.290
7 O 1.456 -0.112 -0.641
8 N 2.663 1.013 1.782
9 C 3.459 3.328 2.040
10 C -4.587 2.209 -0.570
11 C -4.194 0.733 -0.525
12 C 0.722 -2.593 0.752
13 C -2.678 0.547 -0.578
14 C -0.436 1.333 -0.795
15 C 6.051 -1.291 -0.845
16 C -0.770 -1.013 -0.519
17 C 3.403 1.938 2.671
18 C -0.259 -2.456 -0.424
19 C 0.138 0.069 -0.665
20 C 4.314 3.193 0.794
21 C -4.833 0.022 -1.726
22 C -1.795 1.596 -0.759
23 C -4.746 0.128 0.772
24 C 0.419 -2.842 -1.746
25 C -2.128 -0.732 -0.467
26 C -1.393 -3.457 -0.194
27 H 0.221 -2.353 1.693
28 H -4.135 2.771 0.251
29 H -4.618 -1.049 -1.714
30 H 2.452 3.662 1.780
31 H 1.089 -3.622 0.815
32 H 3.915 4.031 2.734
33 H -1.912 -3.276 0.750
34 H -2.126 -3.435 -1.003
35 H 2.737 0.061 2.126
36 H -4.556 -0.945 0.833
37 H -4.294 2.678 -1.512
38 H 2.949 1.978 3.663
39 H -4.290 0.602 1.645
40 H 4.419 1.558 2.782
41 H 0.800 -3.866 -1.691
42 H 6.499 -1.942 -0.106
43 H -5.919 0.148 -1.710
44 H 1.673 1.244 1.802
45 H -4.453 0.431 -2.664
46 H -2.135 2.616 -0.867
47 H -5.828 0.278 0.826
48 H -0.296 -2.788 -2.570
49 H 1.238 -2.169 -1.978
50 H -0.974 -4.464 -0.153
51 H -2.811 -1.562 -0.350
52 H 1.575 -1.928 0.632
53 H 6.540 -1.381 -1.807
54 H -5.671 2.300 -0.479

Output
E	-147386.231	eV
charge	0
HOMO-LUMO gap (alpha / beta)	7.648 / 7.620	eV
LUMO energy (alpha / beta)	-0.21 / -0.32	eV
ΔE to the lowest compared entry with this formula, charge and spin	1.05	kcal per mole
F_max	0.6	eV/A
multiplicity	5
<S²>	6.010

=====

Record 4
ORCA calculation (ωB97M-V/def2-TZVPD) on C9H12N2O2 as an isolated structure.

Geometry (Å):
1 O -1.372 -1.976 -0.202
2 O -0.266 -0.387 -2.446
3 N -2.495 -0.026 0.434
4 N -2.472 1.035 1.161
5 C 0.694 -0.572 0.791
6 C 2.071 1.798 1.167
7 C 1.887 -0.620 1.575
8 C 2.581 0.652 1.936
9 C -1.501 -0.606 -0.362
10 C 1.169 1.773 0.059
11 C -0.559 0.307 -1.098
12 C 0.444 0.579 -0.102
13 C 0.864 -1.414 -2.455
14 H 1.194 -1.725 -3.487
15 H 0.706 2.475 -0.537
16 H 3.712 0.622 2.422
17 H -3.302 1.853 0.805
18 H 2.422 2.754 1.508
19 H 0.348 -1.686 0.517
20 H 0.274 -2.235 -1.820
21 H -3.009 -0.821 0.660
22 H -2.817 0.778 2.328
23 H -1.163 1.262 -1.512
24 H 1.452 -0.892 -1.633
25 H 2.146 -1.931 1.712

Output
E	-16593.678	eV
charge	0
HOMO-LUMO gap	9.115	eV
LUMO energy	0.15	eV
ΔE to the lowest compared entry with this formula, charge and spin	199.19	kcal per mole
F_max	9.1	eV/A

=====

Record 5
ORCA calculation (ωB97M-V/def2-TZVPD) on a 14-piece molecular cluster, C56H88ClN13O5 overall.

Geometry (Å):
1 Cl -2.090 -5.963 5.975
2 O 1.530 0.642 1.413
3 O -2.735 -6.435 7.238
4 O -1.128 -6.912 5.485
5 O -3.096 -5.784 4.963
6 O -1.502 -4.698 6.238
7 N -2.532 -0.625 -7.369
8 N 4.925 -9.327 -2.002
9 N -5.962 -6.676 -2.675
10 N -1.086 -0.348 0.146
11 N 0.958 5.146 -3.256
12 N -1.643 4.556 6.816
13 N 7.045 7.750 -1.988
14 N 8.768 -4.087 0.605
15 N 7.433 3.376 6.700
16 N -5.477 8.666 -4.588
17 N 3.655 -1.542 6.748
18 N -6.305 -1.080 4.099
19 N -8.022 1.250 -2.933
20 C -3.431 3.856 10.111
21 C -1.399 3.973 7.784
22 C -0.725 -0.425 1.681
23 C 8.259 2.863 5.794
24 C -2.358 -1.163 -0.119
25 C 6.670 4.376 6.135
26 C 5.865 7.038 -1.822
27 C 8.142 6.913 -2.076
28 C 8.471 -1.862 0.633
29 C -1.369 1.151 -0.331
30 C 4.058 -4.668 5.195
31 C 2.756 2.278 -4.958
32 C -4.296 -7.025 -1.250
33 C -2.581 -0.531 -8.518
34 C 2.829 -8.836 -1.407
35 C 4.713 -9.878 -0.762
36 C -8.841 -0.797 -2.602
37 C -5.852 8.572 -5.910
38 C 2.414 1.662 1.828
39 C 1.466 4.522 -5.828
40 C -3.876 0.111 -10.442
41 C -3.955 -7.745 -2.425
42 C -2.503 1.944 0.295
43 C -9.008 0.541 -2.328
44 C -5.662 7.230 -6.343
45 C 8.055 3.443 4.542
46 C 1.785 2.998 -5.939
47 C -6.983 0.889 3.302
48 C -5.524 -6.399 -1.404
49 C 0.352 -2.414 -0.229
50 C -1.114 3.166 9.043
51 C -5.705 -0.108 4.851
52 C 7.361 -2.440 -0.033
53 C 4.376 -3.174 4.856
54 C 7.081 4.431 4.784
55 C 3.735 -8.708 -2.413
56 C 3.974 -2.250 5.929
57 C 1.183 4.914 -4.373
58 C -6.153 1.146 4.372
59 C -7.063 -0.511 3.098
60 C 7.703 5.585 -1.872
61 C -7.621 -0.929 -3.300
62 C -0.005 -1.002 -0.767
63 C 7.673 -3.830 -0.102
64 C 6.323 5.689 -1.776
65 C 4.110 -5.639 3.958
66 C -7.107 0.399 -3.512
67 C 9.296 -2.925 1.037
68 C -5.045 -7.471 -3.291
69 C 3.514 -9.518 -0.365
70 C -1.858 3.789 10.243
71 C -4.933 7.471 -4.243
72 C 0.303 0.581 2.190
73 C -4.940 6.579 -5.341
74 C -4.359 1.477 -9.761
75 C -2.569 -0.447 -9.957
76 H -6.862 -6.383 -3.026
77 H 3.613 -8.341 -3.422
78 H 6.489 -1.892 -0.359
79 H -0.566 -1.458 1.993
80 H -1.541 0.954 -1.389
81 H -3.454 1.531 -0.041
82 H 5.537 -10.386 -0.284
83 H 9.114 7.352 -2.245
84 H -7.219 -1.875 -3.632
85 H -8.021 2.260 -2.903
86 H -2.331 -2.195 0.231
87 H -5.055 -0.432 5.651
88 H -3.888 0.320 -11.512
89 H -5.195 1.788 -10.387
90 H 3.034 1.308 2.652
91 H -5.097 -7.831 -4.308
92 H 5.759 -9.427 -2.562
93 H -5.925 2.132 4.748
94 H 3.087 -9.793 0.588
95 H 4.993 -5.351 3.387
96 H 2.998 1.240 -5.186
97 H 3.772 -2.880 3.998
98 H -9.817 1.065 -1.841
99 H 2.381 2.431 -3.946
100 H -5.952 6.837 -7.306
101 H 4.215 -6.685 4.246
102 H -9.481 -1.599 -2.267
103 H 5.395 -2.997 4.510
104 H -3.648 4.692 9.447
105 H 3.669 2.874 -4.948
106 H -3.158 -0.608 0.370
107 H -2.337 2.985 0.019
108 H -3.669 -6.950 -0.374
109 H -3.610 2.266 -9.822
110 H 8.524 3.333 3.575
111 H 1.816 -8.471 -1.492
112 H 8.662 -0.805 0.740
113 H 3.081 1.957 1.018
114 H -0.030 3.271 9.042
115 H -2.450 -1.164 -1.205
116 H -4.007 2.947 9.934
117 H -1.325 2.096 9.025
118 H -7.437 1.638 2.669
119 H 1.074 -2.890 -0.893
120 H 8.838 1.987 6.046
121 H -4.670 -0.607 -10.240
122 H 4.797 -4.988 5.930
123 H 2.366 5.014 -6.198
124 H -4.515 7.325 -3.258
125 H -5.511 9.422 -3.919
126 H -6.146 -2.066 4.247
127 H 7.092 8.727 -2.241
128 H 0.881 -2.456 0.723
129 H -6.134 -5.886 -0.675
130 H 6.671 5.103 4.045
131 H -2.395 1.908 1.379
132 H 5.715 4.798 -1.721
133 H 3.232 -5.537 3.321
134 H 1.872 2.537 2.185
135 H 0.609 4.821 -6.430
136 H -0.467 -3.112 -0.056
137 H 7.457 3.158 7.686
138 H 3.059 -4.716 5.628
139 H -1.691 -0.190 2.129
140 H 7.150 -4.605 -0.642
141 H 0.517 0.494 3.255
142 H -0.305 -0.939 -1.813
143 H 8.267 4.664 -1.863
144 H -0.439 1.718 -0.302
145 H -1.537 3.173 11.083
146 H 0.783 2.581 -5.836
147 H -1.460 4.761 10.531
148 H -4.704 1.401 -8.730
149 H 10.255 -2.903 1.535
150 H -2.491 -1.462 -10.347
151 H -3.850 4.199 11.057
152 H -0.139 1.535 1.900
153 H -6.377 9.425 -6.316
154 H -6.184 0.726 -3.968
155 H -1.789 0.207 -10.346
156 H -7.555 -1.075 2.320
157 H -4.572 5.565 -5.388
158 H 2.079 2.792 -6.968
159 H 0.842 -0.316 -0.751
160 H 4.923 7.567 -1.828
161 H -3.078 -8.326 -2.666
162 H 5.980 4.929 6.755
163 H 9.118 -5.019 0.773

Output
E	-101613.219	eV
charge	0
HOMO-LUMO gap	6.675	eV
LUMO energy	-0.51	eV
F_max	3.8	eV/A

=====

Record 6
ORCA calculation (ωB97M-V/def2-TZVPD) on one molecule with the formula C18H19N3O5S.

Geometry (Å):
1 S -0.507 2.263 -0.815
2 O 0.916 1.519 -3.267
3 O -0.893 2.303 0.562
4 O -0.172 -1.830 3.233
5 O -1.541 2.297 -1.807
6 O -0.622 -3.930 -0.784
7 N -3.338 -4.233 0.642
8 N -0.106 -2.821 1.159
9 N 0.527 3.520 -1.141
10 C -4.362 -4.187 1.485
11 C 0.973 0.519 -2.330
12 C -0.943 -3.525 0.299
13 C 1.742 3.554 -0.346
14 C 1.239 -2.428 0.789
15 C -4.326 -3.561 2.726
16 C -2.090 -2.981 2.269
17 C -0.711 -2.445 2.351
18 C -3.157 -2.935 3.146
19 C 1.187 -1.389 -0.301
20 C 0.035 1.281 -4.358
21 C 1.469 4.196 1.012
22 C -2.236 -3.636 1.040
23 C 1.599 -0.699 -2.576
24 C 0.446 0.757 -1.067
25 C 1.695 -1.643 -1.568
26 C 2.720 4.217 1.880
27 C 0.555 -0.175 -0.059
28 H 1.110 5.213 0.847
29 H 2.492 4.134 -0.889
30 H -5.260 -4.681 1.140
31 H 3.517 4.778 1.395
32 H 0.674 3.637 1.504
33 H 3.076 3.205 2.062
34 H 0.253 2.054 -5.092
35 H 1.705 -2.026 1.693
36 H -1.001 1.371 -4.018
37 H 2.010 -0.902 -3.554
38 H 2.137 2.536 -0.203
39 H -3.081 -2.437 4.100
40 H 2.506 4.682 2.838
41 H -5.202 -3.564 3.355
42 H 0.687 3.534 -2.138
43 H 0.200 0.295 -4.798
44 H 0.129 0.064 0.904
45 H 1.783 -3.313 0.449
46 H 2.166 -2.592 -1.773

Output
E	-44517.532	eV
SMILES	CCCNS(=O)(=O)c1cc(CN2C(=O)c3cccnc3C2=O)ccc1OC
charge	0
HOMO-LUMO gap	8.771	eV
LUMO energy	-0.62	eV
ΔE to the lowest compared entry with this formula, charge and spin	43.14	kcal per mole
F_max	1.1	eV/A

=====

Record 7
ORCA calculation (ωB97M-V/def2-TZVPD) on one molecule with the formula C28H25Cl2N3O5S.

Geometry (Å):
1 Cl -1.605 3.556 -1.916
2 Cl 2.147 -2.201 0.057
3 S -1.023 -2.447 -0.205
4 O -4.602 2.903 1.736
5 O -0.216 0.703 3.096
6 O -0.288 -3.167 -1.204
7 O -0.560 -2.477 1.149
8 O -1.251 2.176 1.762
9 N -2.640 -2.877 -0.225
10 N -3.319 2.138 0.060
11 N 3.191 1.874 -0.409
12 C 0.755 5.187 -0.116
13 C -2.657 -5.009 1.073
14 C -2.509 1.901 2.357
15 C -3.111 -3.556 0.969
16 C 0.463 4.101 0.665
17 C -2.129 0.035 -0.138
18 C 3.007 0.808 0.331
19 C 1.224 2.920 0.570
20 C 3.786 -1.596 0.162
21 C -3.593 2.346 1.378
22 C 1.904 0.689 1.207
23 C -1.116 -0.718 -0.694
24 C -0.369 1.162 -1.964
25 C -0.178 1.478 2.179
26 C 2.343 2.911 -0.314
27 C 4.833 -2.506 0.111
28 C 6.144 -2.068 0.134
29 C 2.606 4.039 -1.120
30 C 5.380 0.195 0.237
31 C -3.110 -2.331 -2.568
32 C 1.820 5.153 -1.028
33 C 6.420 -0.711 0.188
34 C 4.050 -0.228 0.244
35 C -1.400 1.917 -1.428
36 C -0.222 -0.164 -1.591
37 C 1.006 1.727 1.314
38 C -3.086 -3.415 -1.499
39 C -2.281 1.373 -0.487
40 H 0.567 -0.774 -2.002
41 H -2.811 -0.433 0.552
42 H -0.357 4.152 1.363
43 H -2.709 -2.993 1.813
44 H -2.584 0.837 2.608
45 H -2.986 -5.431 2.019
46 H -4.093 -3.813 -1.353
47 H 7.441 -0.363 0.192
48 H 4.609 -3.559 0.046
49 H -4.203 -3.488 0.982
50 H 2.022 6.018 -1.642
51 H -2.098 -2.009 -2.799
52 H -3.065 -5.607 0.262
53 H -2.424 -4.225 -1.825
54 H 1.756 -0.200 1.797
55 H -1.571 -5.048 1.029
56 H -2.628 2.477 3.282
57 H 5.574 1.256 0.276
58 H -3.876 2.683 -0.587
59 H -3.684 -1.472 -2.228
60 H 6.949 -2.786 0.100
61 H 0.313 1.612 -2.668
62 H 0.159 6.084 -0.031
63 H -3.565 -2.724 -3.473
64 H 3.451 3.990 -1.788

Output
E	-80030.684	eV
SMILES	CCN(CC)S(=O)(=O)c1ccc(Cl)c(NC(=O)COC(=O)c2cc(-c3ccccc3Cl)nc3ccccc23)c1
charge	0
HOMO-LUMO gap	8.255	eV
LUMO energy	-0.46	eV
F_max	1.0	eV/A

=====

Record 8
ORCA calculation (ωB97M-V/def2-TZVPD) on one molecule with the formula C4H5NO3.

Geometry (Å):
1 O -2.789 -0.240 0.716
2 O 2.075 -1.814 0.218
3 O -1.907 -0.417 -1.334
4 N 0.449 0.434 -0.372
5 C 2.499 -0.738 0.011
6 C 1.773 0.690 -0.131
7 C -0.569 0.084 0.506
8 C -1.763 -0.282 -0.121
9 H 0.013 0.167 -1.304
10 H -0.448 0.073 1.546
11 H 2.325 1.196 -0.822
12 H -3.555 -0.158 0.130
13 H 1.896 1.006 0.955

Output
E	-11858.235	eV
charge	0
HOMO-LUMO gap (alpha / beta)	7.690 / 9.766	eV
LUMO energy (alpha / beta)	0.75 / -0.97	eV
ΔE to the lowest compared entry with this formula, charge and spin	0.00	kcal per mole
F_max	6.0	eV/A
multiplicity	3
<S²>	2.006